Computed, not measured: C22H34O17Rb as an isolated structure at a distorted geometry, with ωB97M-V/def2-TZVPD.

Positions of all 74 atoms, in Å:
Rb  -3.21  0.70  -4.62
O  -1.16  -3.84  -2.10
C  -1.03  -2.76  -1.28
C  -0.99  -1.27  -1.82
O  -1.97  -0.88  -2.73
H  -0.06  -2.88  -0.73
H  -1.80  -2.91  -0.50
H  0.04  -1.05  -2.18
H  -1.05  -0.62  -0.91
C  0.31  1.54  0.87
C  1.42  2.50  1.31
C  2.42  1.83  2.29
O  3.70  2.11  1.72
C  3.55  2.60  0.48
O  4.44  2.88  -0.28
O  2.27  2.88  0.26
H  0.75  0.72  0.32
H  -0.41  2.05  0.23
H  -0.18  1.25  1.80
H  0.97  3.35  1.83
H  2.38  0.74  2.24
H  2.31  2.29  3.27
C  -0.93  -0.45  3.85
C  -1.34  -1.85  3.62
C  -1.60  -2.19  2.10
O  -1.03  -3.46  1.92
C  -0.24  -3.75  2.93
O  0.48  -4.70  3.04
O  -0.18  -2.73  3.84
H  0.02  -0.33  3.33
H  -0.61  -0.29  4.89
H  -1.81  0.20  3.77
H  -2.09  -2.27  4.30
H  -1.16  -1.44  1.45
H  -2.66  -2.33  1.88
C  -3.73  1.37  1.98
C  -4.75  1.24  0.86
C  -4.18  0.78  -0.45
O  -5.11  -0.19  -0.89
C  -5.86  -0.58  0.17
O  -6.72  -1.41  0.12
O  -5.68  0.21  1.24
H  -3.05  2.22  1.90
H  -3.15  0.44  1.92
H  -4.16  1.42  2.98
H  -5.17  2.25  0.76
H  -3.10  0.59  -0.42
H  -4.24  1.58  -1.20
C  0.99  3.65  -2.73
C  1.43  2.66  -3.81
C  1.94  1.35  -3.26
O  1.55  0.45  -4.34
C  0.43  0.93  -4.85
O  -0.19  0.25  -5.64
O  0.25  2.21  -4.51
H  0.46  4.40  -3.33
H  1.76  4.02  -2.06
H  0.15  3.23  -2.17
H  2.16  3.04  -4.53
H  1.47  0.92  -2.37
H  3.02  1.20  -3.14
C  4.20  -0.86  -1.14
C  3.00  -1.58  -0.62
C  3.19  -3.08  -0.30
O  3.20  -3.17  1.11
C  2.76  -2.03  1.64
O  2.75  -1.73  2.80
O  2.63  -1.09  0.68
H  4.42  -1.21  -2.15
H  5.07  -1.00  -0.49
H  4.02  0.22  -1.22
H  2.21  -1.41  -1.36
H  4.11  -3.25  -0.86
H  2.37  -3.66  -0.72

- Energy above the lowest of the compared OMol25 structures with the same formula, charge and spin: 50.9 kcal per mole
- Electronic energy: -58825.9847 eV
- Spin multiplicity: 1
- Total charge: -1
- Gap between HOMO and LUMO: 2.51 eV